{"formula": "C73H180N8O21", "method": "the ωB97M-V functional and the def2-TZVPD basis", "homo_ev": -7.87, "spin_multiplicity": 1, "e_tot_ev": -133523.630, "elements": ["C", "C", "O", "H", "H", "H", "H", "H", "H", "C", "C", "O", "H", "H", "H", "H", "H", "H", "C", "C", "O", "H", "H", "H", "H", "H", "H", "C", "C", "O", "H", "H", "H", "H", "H", "H", "C", "C", "O", "H", "H", "H", "H", "H", "H", "C", "C", "O", "H", "H", "H", "H", "H", "H", "C", "C", "O", "H", "H", "H", "H", "H", "H", "C", "C", "O", "H", "H", "H", "H", "H", "H", "C", "O", "C", "C", "N", "C", "C", "O", "C", "H", "H", "H", "H", "H", "H", "H", "H", "H", "H", "H", "H", "H", "H", "H", "C", "O", "C", "C", "N", "C", "C", "O", "C", "H", "H", "H", "H", "H", "H", "H", "H", "H", "H", "H", "H", "H", "H", "H", "C", "O", "C", "C", "N", "C", "C", "O", "C", "H", "H", "H", "H", "H", "H", "H", "H", "H", "H", "H", "H", "H", "H", "H", "C", "O", "C", "C", "N", "C", "C", "O", "C", "H", "H", "H", "H", "H", "H", "H", "H", "H", "H", "H", "H", "H", "H", "H", "C", "O", "C", "C", "N", "C", "C", "O", "C", "H", "H", "H", "H", "H", "H", "H", "H", "H", "H", "H", "H", "H", "H", "H", "C", "C", "C", "C", "C", "C", "N", "O", "C", "C", "C", "H", "H", "H", "H", "H", "H", "H", "H", "H", "H", "H", "H", "H", "H", "H", "H", "H", "H", "H", "C", "C", "C", "C", "C", "C", "N", "O", "C", "C", "C", "H", "H", "H", "H", "H", "H", "H", "H", "H", "H", "H", "H", "H", "H", "H", "H", "H", "H", "H", "C", "C", "C", "C", "C", "C", "N", "O", "C", "C", "C", "H", "H", "H", "H", "H", "H", "H", "H", "H", "H", "H", "H", "H", "H", "H", "H", "H", "H", "H"], "coordinates": [[1.297229, -3.423265, 3.409515], [1.818209, -3.591205, 1.949425], [2.338669, -2.360055, 1.454695], [0.438999, -2.751345, 3.418515], [2.163869, -3.278005, 4.054435], [1.001959, -4.424245, 3.724075], [0.998669, -3.732565, 1.244815], [2.617269, -4.330125, 1.889455], [1.617189, -1.728165, 1.496925], [-1.982701, 6.203225, -1.170875], [-1.166401, 5.234515, -0.248595], [-1.813141, 4.039195, -0.059935], [-3.017441, 6.201545, -0.828225], [-2.045571, 5.820965, -2.189705], [-1.665431, 7.239065, -1.291185], [-0.849271, 5.665075, 0.701215], [-0.215891, 5.117605, -0.769135], [-2.376111, 4.139985, 0.711105], [-3.660661, 3.160055, -2.976385], [-4.069041, 2.178255, -1.900625], [-2.937701, 1.552265, -1.260285], [-4.526331, 3.697845, -3.363035], [-3.188241, 2.655565, -3.819245], [-2.996421, 3.910745, -2.548205], [-4.721091, 1.382635, -2.261055], [-4.635231, 2.742455, -1.159545], [-2.360991, 2.150875, -0.780015], [-6.004771, -5.571145, -3.117255], [-4.777251, -4.639855, -3.155635], [-3.740331, -5.074425, -2.393645], [-5.791111, -6.573245, -3.489045], [-6.876481, -5.163795, -3.629395], [-6.288391, -5.545155, -2.065125], [-5.010181, -3.621365, -2.844975], [-4.426831, -4.590535, -4.186595], [-3.607491, -6.002945, -2.598065], [5.467239, -2.002945, 3.397535], [5.765949, -2.020795, 1.891495], [4.924529, -2.870025, 1.127005], [5.686539, -2.905555, 3.967895], [4.386629, -1.882395, 3.473985], [6.010299, -1.198375, 3.893375], [6.796479, -2.373125, 1.847045], [5.798749, -1.010825, 1.482845], [4.022889, -2.541855, 1.096205], [1.083389, -6.234415, -2.364775], [0.130609, -6.331755, -1.200765], [-0.455901, -7.625955, -0.970495], [1.763239, -7.086345, -2.354235], [1.780659, -5.403545, -2.257165], [0.628549, -6.196495, -3.354615], [-0.600991, -5.524515, -1.165825], [0.756619, -6.115535, -0.335045], [0.179569, -8.114005, -0.441735], [-0.047761, -1.030295, -0.420635], [0.042729, 0.106325, 0.516195], [0.417579, -0.331675, 1.771395], [-0.894321, -1.700765, -0.272625], [0.814199, -1.691795, -0.507405], [-0.247111, -0.674695, -1.431535], [-0.930241, 0.597665, 0.520815], [0.744389, 0.854455, 0.147325], [0.374629, 0.369225, 2.425985], [4.063429, -6.265115, 0.762475], [5.537509, -6.150235, 1.161435], [5.698909, -5.306695, 2.277225], [3.452529, -6.422695, 1.651335], [3.858149, -7.098625, 0.090745], [3.681909, -5.345255, 0.319285], [6.090409, -5.585495, 0.410785], [5.923729, -7.158555, 1.310485], [5.527679, -4.438775, 1.904405], [-2.324271, 0.679625, 5.532065], [-3.543331, 0.816235, 6.288105], [-4.541971, -0.122205, 6.077545], [-4.225391, -1.452025, 6.774535], [-5.344011, -2.457715, 6.680485], [-4.975781, -3.746645, 7.227955], [-6.173791, -4.627205, 7.350905], [-6.860091, -4.365955, 8.577415], [-7.930411, -5.270475, 8.871695], [-1.989801, -0.354885, 5.454465], [-1.526951, 1.281715, 5.967815], [-2.437411, 1.043605, 4.510875], [-4.657311, -0.373905, 5.023285], [-5.506481, 0.337665, 6.292765], [-4.057111, -1.164985, 7.812515], [-3.282421, -1.858355, 6.408745], [-6.137171, -2.133325, 7.215055], [-4.550371, -3.628135, 8.224485], [-4.234161, -4.192735, 6.565305], [-5.803481, -5.652085, 7.326495], [-6.866181, -4.537685, 6.513835], [-7.538831, -6.286735, 8.916315], [-8.832071, -5.216705, 8.261595], [-8.128061, -5.066165, 9.923975], [5.521489, 9.776505, -0.936455], [5.268749, 8.372295, -0.667345], [4.265399, 7.800675, -1.469435], [4.163099, 6.321265, -1.132285], [2.998079, 5.734535, -1.945465], [2.962849, 4.278825, -1.853495], [2.985009, 3.594145, -0.491895], [4.258699, 3.663515, 0.145145], [4.363989, 2.824745, 1.314065], [5.789609, 10.310585, -0.024885], [4.678829, 10.340255, -1.336705], [6.358709, 9.928015, -1.617785], [4.615779, 7.907315, -2.496065], [3.288259, 8.283665, -1.471965], [4.005349, 6.199125, -0.060695], [5.083629, 5.860305, -1.490405], [3.100409, 5.928615, -2.931355], [3.845249, 4.046485, -2.449725], [2.103559, 3.872965, -2.387365], [2.737979, 2.532545, -0.500285], [2.278719, 4.087725, 0.175675], [3.779089, 3.137425, 2.179055], [5.380379, 2.882425, 1.703595], [4.138839, 1.778915, 1.105155], [-4.576761, 8.298725, 2.090925], [-4.804891, 6.941165, 2.477375], [-3.536541, 6.312495, 2.785465], [-3.759391, 4.872655, 3.192475], [-4.006391, 3.958975, 2.060965], [-4.353421, 2.611015, 2.466035], [-5.424531, 2.442795, 3.550795], [-6.668551, 2.994365, 3.193985], [-7.490851, 3.085205, 4.330335], [-5.488461, 8.697335, 1.645925], [-3.802801, 8.461925, 1.340955], [-4.349521, 8.951515, 2.933735], [-3.044181, 6.861145, 3.588365], [-2.815681, 6.346185, 1.968565], [-4.572711, 4.952795, 3.913725], [-2.853461, 4.550605, 3.705985], [-4.783911, 4.383395, 1.575755], [-3.433531, 2.094815, 2.740725], [-4.740321, 2.066795, 1.604505], [-5.015831, 2.761275, 4.509775], [-5.613661, 1.392775, 3.773945], [-7.116851, 3.727195, 5.127875], [-7.522331, 2.097455, 4.790175], [-8.479761, 3.404365, 4.001265], [0.640649, 6.302205, 4.586955], [0.624959, 4.913225, 4.377465], [1.585589, 4.428695, 3.433065], [1.076599, 3.107935, 2.703025], [1.000109, 1.931065, 3.543345], [2.350199, 1.469685, 3.992545], [2.317949, 0.211795, 4.878825], [1.441639, 0.317655, 5.958395], [1.384739, -0.962445, 6.618495], [1.582699, 6.552135, 5.074985], [-0.196461, 6.658765, 5.187125], [0.507839, 6.728895, 3.592775], [2.553099, 4.239175, 3.897925], [1.868339, 5.110445, 2.630965], [1.670329, 2.963155, 1.800465], [0.085309, 3.213095, 2.262135], [0.609089, 2.219105, 4.428915], [2.756309, 2.239495, 4.648725], [3.053879, 1.159195, 3.220205], [3.346259, 0.089375, 5.218935], [2.045429, -0.635265, 4.249275], [0.664289, -0.861465, 7.430195], [2.322539, -1.152675, 7.140455], [1.075849, -1.785805, 5.974485], [-3.578291, -2.485095, -7.186385], [-4.274671, -2.532835, -5.987685], [-3.923101, -1.428325, -5.165055], [-2.773721, -1.856695, -4.145315], [-1.513791, -2.255195, -4.807755], [-0.445461, -2.272695, -3.776665], [0.841399, -3.001065, -4.071935], [1.858749, -2.971065, -3.004215], [2.805689, -1.866925, -2.969905], [-4.048511, -3.229425, -7.829005], [-2.527121, -2.755335, -7.085795], [-3.511131, -1.498245, -7.644325], [-4.694401, -1.078835, -4.478725], [-3.671731, -0.497425, -5.673325], [-3.140391, -2.596415, -3.433665], [-2.625361, -0.978495, -3.516935], [-1.674511, -3.232435, -5.005895], [-0.852381, -2.750055, -2.885245], [-0.091611, -1.257705, -3.595825], [1.318119, -2.563115, -4.948885], [0.627379, -4.027715, -4.369085], [2.299349, -0.938005, -3.232275], [3.524999, -1.997515, -3.778385], [3.418139, -1.876525, -2.068295], [0.054959, 1.228095, -8.420165], [0.824709, 0.603165, -7.221615], [2.343839, 1.097975, -7.107045], [2.472079, 2.527495, -6.536235], [1.832499, 2.516445, -5.156715], [0.273309, 2.213985, -5.155385], [0.109999, 0.919655, -5.880805], [-1.219161, 0.460495, -5.817195], [-0.077041, 2.090625, -3.663175], [-0.588851, 3.325985, -5.723985], [0.861959, -0.909565, -7.424695], [-0.920781, 0.747315, -8.489985], [0.621769, 1.110155, -9.343695], [-0.134691, 2.291115, -8.271405], [2.880759, 0.425185, -6.438335], [2.863999, 1.008685, -8.060745], [2.049779, 3.292135, -7.188215], [3.528029, 2.699325, -6.327545], [1.941719, 3.534665, -4.783335], [2.361759, 1.843465, -4.482125], [-0.026301, 3.069865, -3.187145], [-1.051081, 1.630035, -3.498215], [0.507489, 1.321035, -3.159035], [-0.806381, 4.139745, -5.032205], [-0.240401, 3.700525, -6.686485], [-1.588071, 2.926265, -5.896845], [-0.162711, -1.279585, -7.459795], [1.475259, -1.527985, -6.769315], [1.230059, -1.113825, -8.430125], [-1.150521, -0.456095, -5.540155], [9.629839, 0.966745, -2.100335], [8.194489, 0.393235, -2.389885], [7.284249, 0.391385, -1.080735], [5.794069, 0.320595, -1.259855], [5.316079, 1.333315, -2.336385], [6.101219, 1.223855, -3.724015], [7.571629, 1.272535, -3.420255], [8.249719, 1.358535, -4.555415], [5.652199, -0.045825, -4.413545], [5.687019, 2.458605, -4.618775], [8.270509, -1.096385, -2.778595], [9.911419, 0.816555, -1.058095], [9.635429, 2.048295, -2.235745], [10.451629, 0.503225, -2.646155], [7.668189, -0.415925, -0.457085], [7.527469, 1.274355, -0.489705], [5.392209, 0.580245, -0.280465], [5.429339, -0.690675, -1.439875], [5.375659, 2.335405, -1.911675], [4.245269, 1.167905, -2.455145], [4.659309, 0.051315, -4.852675], [6.267049, -0.164735, -5.305695], [5.697259, -0.908665, -3.749045], [6.142539, 3.370285, -4.232205], [5.851769, 2.222465, -5.670055], [4.633419, 2.728955, -4.548375], [9.043629, -1.547465, -2.156575], [8.598549, -1.290005, -3.799875], [7.420209, -1.692375, -2.447105], [8.501049, 2.281005, -4.641845], [-5.741661, -5.454065, 1.541595], [-4.668181, -5.251585, 2.653065], [-3.419671, -6.115315, 2.386965], [-2.544831, -5.568825, 1.295175], [-2.119981, -4.113085, 1.665485], [-3.315831, -3.121115, 1.946005], [-4.229311, -3.817135, 2.884985], [-5.272161, -3.001235, 3.310475], [-2.718441, -1.862385, 2.566525], [-3.903501, -2.685135, 0.551945], [-5.225601, -5.749255, 4.009475], [-5.264911, -5.216025, 0.590725], [-6.540911, -4.733985, 1.717055], [-6.169871, -6.455435, 1.586115], [-2.766661, -6.084715, 3.259165], [-3.641101, -7.144885, 2.105835], [-3.031791, -5.623925, 0.321565], [-1.706181, -6.261965, 1.229405], [-1.604991, -3.742945, 0.778995], [-1.267891, -4.076575, 2.344245], [-3.460111, -1.065395, 2.619795], [-2.463671, -1.889415, 3.625995], [-1.887751, -1.451355, 1.992845], [-4.073611, -3.533185, -0.111365], [-4.797081, -2.074485, 0.681245], [-3.295481, -2.027455, -0.069245], [-4.626651, -5.267875, 4.782555], [-5.104401, -6.811985, 4.219225], [-6.161891, -5.370995, 4.419825], [-5.186561, -2.981545, 4.266445]], "forces_ev_per_angstrom": [[0.8, -1.7, -1.4], [-0.7, 1.1, 0.5], [1.0, 0.0, 0.2], [0.4, 0.2, 0.5], [-0.2, 1.0, 0.1], [-0.6, -0.1, 0.0], [-0.2, -1.2, 0.2], [-0.3, 0.0, -0.1], [-0.2, 0.7, 0.1], [-0.5, -0.5, 0.4], [1.0, 2.3, -1.5], [0.0, -1.2, -0.1], [-0.1, 0.2, 0.2], [0.3, -0.3, 0.0], [0.4, -0.1, 0.5], [-0.4, 0.4, 0.2], [0.2, -0.6, -0.1], [-0.8, -0.3, 0.5], [-0.1, -0.1, -0.3], [0.8, 0.5, 0.9], [-0.6, -1.0, -0.6], [-0.2, 0.0, 0.0], [0.2, 0.1, 0.0], [0.1, -0.2, -0.1], [0.2, -0.1, -0.1], [-0.2, 0.0, 0.3], [-0.3, 0.8, -0.2], [0.1, 1.2, 0.9], [-1.7, 0.2, -2.4], [1.6, -0.9, 1.8], [0.0, 0.0, 0.2], [0.2, 0.1, -0.4], [-0.2, -0.7, 0.1], [-0.3, -0.1, 0.1], [-0.2, 0.4, -0.4], [0.3, -0.2, 0.2], [-0.9, 0.1, -0.3], [0.7, -0.2, 0.8], [1.5, -0.3, 0.0], [0.3, -0.3, -0.5], [-0.1, 0.4, 0.4], [-0.2, 0.2, -0.1], [0.0, -0.3, -0.7], [-0.3, 0.2, 0.0], [-0.7, 0.4, 0.3], [0.5, -0.4, -0.5], [0.9, 0.1, 1.1], [-0.2, 0.6, -0.5], [-0.2, -0.4, 0.0], [-0.4, 0.4, 0.0], [-0.2, 0.0, 0.1], [-0.5, -0.4, -0.4], [0.1, 0.1, 0.4], [0.0, -0.1, -0.1], [-0.4, -1.2, -1.6], [-0.4, 1.0, -0.7], [0.3, -1.3, 0.9], [-0.2, 0.1, 0.6], [0.3, 0.3, 0.2], [0.2, 0.3, -0.1], [-0.2, 0.1, 0.2], [0.3, 0.1, -0.2], [0.1, 0.7, 0.5], [-0.2, 0.0, 0.1], [-0.6, 0.7, -0.7], [0.1, -0.7, 1.1], [0.1, -0.2, 0.2], [0.2, 0.0, -0.2], [0.2, 0.0, -0.2], [0.1, -0.9, -0.9], [0.4, 0.3, 0.3], [-0.3, 0.6, 0.1], [-0.6, -0.1, -0.1], [1.3, 0.9, 0.1], [-0.1, -1.3, -1.5], [-1.5, 0.2, 1.0], [1.2, 1.1, -0.8], [0.0, 0.6, -0.1], [-0.5, -0.9, 0.4], [-0.3, 0.0, -0.6], [1.3, 0.1, 1.1], [0.0, -0.1, 0.2], [-0.3, -0.1, 0.4], [-0.3, 0.0, -0.2], [0.2, 0.1, -0.6], [0.0, -0.1, 0.8], [0.2, -0.3, 0.4], [-0.2, -0.2, -0.3], [-0.1, 0.4, 0.0], [0.3, -0.2, 0.3], [0.1, -0.1, 0.1], [-0.1, -0.4, 0.2], [0.0, 0.3, -0.2], [0.0, -0.3, -0.5], [0.2, 0.3, -0.2], [-0.6, 0.2, -0.1], [0.1, -0.4, 0.2], [-0.1, 1.7, 0.5], [0.5, -0.3, -0.9], [-1.3, 0.1, -2.0], [-0.1, 0.9, 2.5], [1.0, -0.5, -0.6], [0.5, 0.6, 0.8], [0.5, -0.5, 0.8], [0.4, 0.7, -0.3], [0.0, -0.5, 0.3], [-0.4, -0.4, -0.1], [0.1, -0.4, -0.2], [-0.1, -0.2, -0.5], [-0.1, 0.3, 0.7], [0.0, -0.3, -0.2], [0.3, -0.3, 0.6], [0.2, 0.4, 0.0], [0.2, -1.4, 0.2], [-0.2, 0.2, 0.0], [-0.4, -0.1, -0.7], [-0.5, 0.2, -0.1], [-0.5, 0.3, -0.3], [0.2, 0.0, -0.5], [-0.2, -0.1, -0.2], [-0.8, 0.2, -0.1], [1.6, 0.3, -0.5], [-0.4, 0.0, -0.2], [0.3, 0.3, 0.1], [-0.1, 1.3, 0.4], [-0.8, -0.7, -0.2], [0.7, -0.7, 0.3], [0.7, 1.0, 0.1], [-0.2, -0.5, 0.0], [-0.2, -0.3, 0.1], [0.3, -0.5, -0.1], [0.2, -0.2, 0.4], [-0.1, 0.0, 0.4], [-0.2, 0.2, -0.6], [-0.2, -0.5, 0.2], [0.0, -0.2, 0.2], [-0.3, -0.2, -0.3], [0.0, -0.1, 0.3], [0.2, 0.1, -0.3], [-0.3, 0.9, 0.3], [0.3, -0.6, -0.4], [0.2, 0.5, -0.2], [-0.5, -0.3, 0.1], [0.1, -0.1, 0.1], [0.3, -0.1, -0.7], [-0.2, -1.3, -0.4], [-0.6, -1.1, -0.8], [-0.2, 1.4, 0.4], [1.6, -1.1, 0.2], [-0.7, -0.5, 1.3], [-0.1, 0.6, -1.1], [-0.3, -0.9, 0.3], [-0.4, 1.2, 0.9], [0.1, 0.6, -0.1], [0.0, -0.6, 0.2], [0.4, 0.7, 0.0], [0.0, -0.2, 0.5], [-0.6, 0.7, -0.1], [0.4, -0.4, 0.4], [-0.3, 0.7, 0.3], [-0.7, 0.0, 0.0], [0.6, 0.2, -0.3], [-0.3, 0.6, -0.5], [0.2, -0.3, 0.1], [0.0, -0.3, -0.1], [-0.3, 0.0, -0.2], [0.3, -0.3, -0.4], [0.2, 0.1, -0.2], [0.7, -0.7, -1.0], [-0.5, 1.4, 0.9], [1.5, -0.8, 2.3], [-1.0, 1.4, -1.0], [0.4, -0.2, 0.9], [0.3, 0.3, 0.7], [1.7, 0.2, -0.8], [-1.0, 0.0, 0.2], [-0.7, -0.9, -1.8], [0.0, 0.3, -0.3], [0.2, -0.3, 0.2], [-0.6, 0.2, -0.1], [-0.8, -0.7, -0.2], [0.4, -0.3, -0.7], [0.0, -0.4, -0.3], [0.4, 0.3, -0.1], [0.1, -0.3, -0.7], [0.0, 0.4, 0.5], [-0.7, 0.3, 0.4], [0.0, 0.1, -0.2], [0.3, -0.3, 0.5], [0.0, 0.4, 0.7], [0.1, -0.2, -0.3], [-0.8, 0.0, 0.3], [0.4, 0.0, 0.7], [0.4, 1.0, 1.0], [-1.3, 0.5, 0.0], [0.1, -1.6, 0.5], [-1.6, 1.0, -0.8], [1.5, -0.6, 0.2], [1.9, -0.5, 0.3], [-0.2, 0.9, -0.8], [-0.6, -1.3, -0.3], [-0.7, 0.0, -0.5], [-0.6, -0.1, -0.7], [0.0, -0.1, -0.2], [-0.1, -0.1, -0.1], [0.1, 0.0, 0.0], [-0.2, -0.1, 0.2], [-0.3, 0.0, -0.3], [0.1, 0.0, 0.0], [0.1, 0.4, -0.6], [-0.1, 0.1, 0.5], [-0.1, -0.2, -0.1], [0.1, -0.2, 0.2], [-0.5, 0.6, -0.3], [0.8, 0.3, 0.1], [0.6, 0.2, 0.1], [0.1, 0.2, 0.1], [0.0, -0.3, -0.2], [-0.1, -0.2, 0.3], [-0.1, 0.5, 0.4], [0.2, 0.1, -0.2], [0.0, -0.7, 0.2], [-0.7, -0.1, 0.4], [-0.7, -0.3, 0.1], [1.8, 0.6, -0.5], [-0.1, 0.5, -0.5], [0.6, -0.5, 0.0], [-1.2, 0.7, 1.8], [-3.1, 0.6, 3.4], [2.1, -0.4, -2.9], [0.3, 0.0, -0.8], [0.2, -0.7, 0.9], [1.0, -0.3, 0.5], [-0.3, -0.2, 0.2], [0.0, 0.0, -0.2], [-0.3, 0.0, -0.5], [-0.1, -0.3, -0.1], [-0.1, 0.4, -0.2], [-0.4, 0.1, -0.1], [0.1, -0.1, -0.3], [0.4, 0.1, -0.1], [-0.1, -0.1, -0.6], [-0.4, 0.1, 0.4], [0.4, -0.5, 0.1], [0.0, 0.0, -0.3], [0.7, 0.0, -0.4], [0.5, 0.4, 0.0], [-0.3, -0.7, 0.3], [0.4, 0.1, 0.1], [-0.4, 0.1, -0.1], [-0.5, 0.3, -0.7], [0.2, 0.1, -0.1], [0.8, 0.9, 0.6], [-0.8, -0.2, 0.5], [0.2, 0.7, -0.2], [0.2, 0.8, 0.3], [-0.1, -0.4, -1.6], [1.1, -0.7, -0.8], [1.4, -1.2, -0.4], [-0.8, 0.3, -0.5], [-0.8, 0.9, 0.6], [-0.4, -0.2, 0.3], [0.6, 0.9, 1.3], [-0.3, -0.3, -0.2], [-0.1, 0.0, -0.1], [0.2, 0.0, -0.2], [-0.3, -0.3, 0.5], [-0.5, -0.1, 0.5], [-0.1, 0.3, -0.1], [0.4, 0.3, -0.2], [-0.2, 0.4, -0.4], [-0.6, -0.2, 1.0], [-0.4, 0.1, -0.5], [0.5, -0.8, 0.1], [0.1, -0.3, 0.0], [-0.4, -0.2, 0.2], [-0.4, -0.4, 0.2], [0.8, 0.1, 0.5], [0.9, -0.2, 0.0], [-0.3, -0.1, -0.5], [-0.8, -0.3, -1.1], [-0.1, 0.2, 0.5]]}